Record 1
Entry from the OMol25 dataset: 9 unconnected molecules or ions with the total composition C17H52N2O17 at a distorted geometry (ωB97M-V/def2-TZVPD).

The geometry in XYZ format:
```
88
Properties=species:S:1:pos:R:3:forces:R:3
N 0.187381 0.901075 4.386628 -0.6 0.9 -0.9
C -0.430267 1.681972 3.433611 -0.9 -1.4 -1.8
N -0.462483 3.050559 3.599051 -0.6 -0.4 0.5
O -0.969025 1.148784 2.384148 1.5 1.1 2.5
H 0.217160 -0.110721 4.199399 0.1 0.4 0.1
H 0.682578 1.307396 5.177881 -0.3 -0.2 -0.6
H -1.040811 3.557547 2.911001 0.5 -0.7 0.6
H -0.610989 3.333299 4.568083 0.2 0.2 -0.5
O -2.385668 -2.521403 -1.112925 -0.3 -1.2 1.1
C -2.947259 -1.393639 -1.708218 1.9 2.0 0.3
C -2.120415 -1.175563 -2.967534 0.4 1.0 -0.2
O -2.312731 -2.148822 -4.021209 -0.4 0.1 1.8
H -2.666270 -2.464512 -0.173560 0.0 -0.2 0.0
H -4.016370 -1.490367 -1.863436 -0.3 0.0 -0.2
H -2.700307 -0.471454 -1.029589 -0.8 -1.4 -1.1
H -1.040796 -1.198830 -2.649898 -0.9 0.1 -0.2
H -2.344128 -0.146711 -3.306458 0.1 -0.6 -0.5
H -2.489306 -2.933696 -3.460829 0.2 0.1 -1.0
O 3.697176 3.561516 -0.573177 -0.7 0.0 0.5
C 4.469066 4.328922 -1.423192 0.9 1.5 -1.1
C 5.627421 3.469785 -1.989687 -1.3 -0.2 -1.9
O 5.109398 2.215351 -2.421568 0.7 -0.2 -1.3
H 2.972322 4.109691 -0.185673 0.5 -0.7 -0.1
H 3.850937 4.858037 -2.195170 0.3 -1.1 -0.2
H 4.853704 5.228749 -0.951165 0.7 0.0 0.7
H 6.386622 3.132490 -1.328774 0.9 0.9 1.2
H 6.066217 3.886714 -2.933952 -0.2 0.3 1.1
H 4.291375 2.096952 -1.989362 -1.5 -0.3 1.0
O -0.105659 3.063389 -3.840209 -2.3 -1.2 -0.3
C 0.894752 2.247281 -4.482343 0.4 3.5 -1.3
C 0.706661 0.799832 -4.594113 -0.3 -1.3 0.0
O -0.460687 0.492618 -5.373029 0.4 0.4 0.5
H -0.982749 2.900287 -4.306988 1.7 0.2 0.8
H 0.919177 2.701779 -5.510652 0.5 -0.7 0.6
H 1.790661 2.599102 -3.935523 -0.1 -0.9 -0.5
H 0.616797 0.380818 -3.584465 0.0 -0.3 -0.1
H 1.549746 0.332659 -5.140323 0.1 0.5 0.7
H -0.350434 -0.440044 -5.564429 -0.5 -0.3 -0.2
O -1.186052 -3.720119 2.332675 1.0 0.3 -1.3
C -0.887608 -4.035431 3.675797 0.1 -0.7 1.0
C -0.621534 -2.686870 4.419584 -0.3 -0.6 0.4
O 0.392577 -1.948557 3.738350 -0.4 -0.2 0.4
H -0.923735 -4.369559 1.626837 -0.2 0.0 0.9
H -1.864984 -4.459611 3.989627 0.9 -0.2 0.9
H -0.010840 -4.781050 3.826855 -1.4 1.2 -0.5
H -0.233931 -2.844442 5.469659 -0.7 0.0 -1.1
H -1.598195 -2.126099 4.427673 0.9 -0.3 0.2
H 0.171960 -2.081158 2.812630 0.2 0.3 -0.8
O -1.090928 4.886197 -1.517745 -0.1 -0.5 -0.2
C 0.167565 4.868293 -0.891990 1.1 -0.3 0.3
C 0.202816 3.934717 0.317779 -0.7 0.3 0.3
O 1.462092 3.805760 0.934571 0.0 1.2 0.0
H -1.097626 4.134132 -2.137815 0.0 0.4 0.2
H 0.965830 4.542278 -1.594768 -0.3 0.4 0.2
H 0.374754 5.871032 -0.488344 0.1 -0.1 -0.5
H -0.145080 2.954708 0.088067 -0.5 -0.9 -0.6
H -0.544431 4.337966 1.009307 0.1 0.1 0.3
H 1.740225 2.890927 0.841167 0.3 -0.6 -0.1
O 0.125236 -3.707670 -1.617039 1.0 -0.6 1.6
C 1.042595 -4.264142 -0.608165 -2.5 0.8 0.6
C 0.615335 -5.609281 -0.154622 -0.2 -1.5 1.2
O -0.724843 -5.649336 0.363483 -0.2 0.3 -0.3
H -0.660135 -3.360614 -1.139593 0.3 0.1 -0.5
H 1.955084 -4.521909 -1.023141 2.1 0.6 -1.3
H 1.142806 -3.637419 0.294721 0.1 0.4 -0.6
H 1.307805 -6.049363 0.640424 -0.9 0.9 -0.8
H 0.690471 -6.299098 -0.974741 -0.1 -0.4 -0.6
H -1.336100 -5.479209 -0.383520 0.5 -0.1 0.5
O -3.131543 -0.260417 3.756098 -1.0 -0.5 1.7
C -4.161725 -0.481421 2.867140 -1.9 -0.2 -0.4
C -4.142277 -1.895327 2.309591 0.8 0.6 -1.2
O -2.956352 -1.926001 1.449984 -0.1 -0.9 0.6
H -2.411148 0.107240 3.300417 1.8 0.9 -1.2
H -5.141756 -0.263837 3.375055 0.8 -0.3 -0.3
H -4.145358 0.180068 1.968523 0.2 -0.2 0.6
H -5.049573 -2.026890 1.708887 0.2 -0.1 -0.2
H -4.094559 -2.722246 3.009588 0.0 0.1 0.5
H -2.251318 -2.527482 1.838372 -1.0 0.6 -0.2
O 0.421542 -0.824764 0.907805 -0.1 0.3 -0.2
C 0.728495 -0.345045 -0.411960 -0.7 2.9 1.6
C 2.159804 0.214593 -0.425375 -0.5 0.3 0.5
O 2.374509 1.208577 0.611390 -0.5 -1.0 -0.2
H -0.068876 -0.129703 1.407307 0.1 -0.2 -0.3
H 0.542545 -1.100970 -1.096098 0.2 -1.8 -1.3
H -0.007001 0.464572 -0.731474 0.8 -0.6 0.6
H 2.381203 0.749800 -1.336951 0.1 -0.2 -0.5
H 2.839788 -0.615257 -0.252449 0.3 0.0 -0.2
H 2.229687 0.708609 1.424112 0.0 0.2 0.2
```
Forces are in eV/Å.

For the HOMO energy, the calculation gives -0.3526 hartree. For the energy above the lowest of the compared OMol25 structures with the same formula, charge and spin, the calculation gives 0.110 eV. As for the total energy: -2067.40535 a.u. The frontier orbital gap comes out at 10.12 eV. The value obtained for the LUMO energy is 0.5 eV. As for the SMILES: NC(N)=O.OCCO.OCCO.OCCO.OCCO.OCCO.OCCO.OCCO.OCCO.

Löwdin population analysis, charges in e, atoms 1 to 6:
1. N 0.1816
2. C -0.5495
3. N 0.1583
4. O -0.0613
5. H 0.0759
6. H 0.1141

---

Record 2
Entry from the OMol25 dataset: 9 unconnected molecules or ions with the total composition C17H55N4O9 at a distorted geometry (ωB97M-V/def2-TZVPD).

The geometry in XYZ format:
```
85
Properties=species:S:1:pos:R:3:forces:R:3
C -0.934356 -0.140659 -1.379223 -0.1 0.3 -0.7
O -0.636470 0.613671 -2.498985 -0.2 -0.9 -0.3
H -1.915744 -0.650958 -1.436147 -0.2 0.0 0.0
H -0.216970 -0.966069 -1.228023 -0.2 0.1 0.3
H -0.974587 0.501367 -0.481625 0.2 -0.3 0.3
O -0.977553 -1.356563 -4.639533 -0.1 -0.2 0.3
H -0.773986 -0.756198 -3.890434 -0.1 0.5 0.0
H -0.297572 -2.036750 -4.561772 0.2 0.2 -0.2
O 2.036064 1.471806 -2.980602 0.1 -0.5 0.2
H 2.713523 0.961106 -2.522415 -0.1 -0.2 -0.3
H 1.187902 0.989716 -2.804167 0.0 0.4 0.0
O -0.108301 3.115867 -3.557846 -0.1 0.1 -0.2
H -0.412968 2.192297 -3.406982 0.1 0.6 0.3
H -0.859448 3.666462 -3.321098 -0.2 -0.2 -0.1
O -2.928904 1.567631 -3.806433 -0.2 -0.3 0.2
H -2.274661 1.065935 -3.259583 0.3 0.3 -0.2
H -2.979775 1.069571 -4.627777 0.1 0.0 0.0
C 1.919580 -2.690273 -2.144449 0.9 -1.2 -1.0
C 1.329395 -3.876212 -2.943000 -0.3 1.1 0.8
C -0.085217 -4.082016 -2.410305 0.2 -0.5 -0.6
O 0.005216 -4.444173 -1.044715 -0.2 -0.4 -0.4
C -1.248766 -4.461931 -0.408946 -0.6 -0.2 -0.1
N 1.316753 -3.459842 -4.355364 0.0 -0.9 -0.3
H 2.134186 -2.982541 -1.118559 -0.4 0.2 0.1
H 1.286769 -1.814918 -2.269963 0.0 0.0 0.1
H 2.896134 -2.485984 -2.596492 -0.1 0.3 0.1
H 1.963900 -4.750985 -2.772106 -0.2 -0.2 0.0
H -0.638915 -4.879895 -2.921878 0.1 -0.1 -0.3
H -0.629550 -3.152673 -2.616029 -0.2 0.1 0.5
H -1.224165 -5.150982 0.436968 0.3 0.3 0.2
H -2.065165 -4.844421 -1.036881 0.2 0.1 -0.3
H -1.494407 -3.438775 -0.102483 -0.4 -0.4 0.1
H 2.226128 -3.739497 -4.714942 0.0 0.5 -0.2
H 0.681399 -4.022599 -4.922287 -0.1 -0.1 0.3
C -3.233424 -1.697395 1.436766 0.2 0.1 1.5
C -3.283881 -0.288849 2.035782 -0.7 0.9 -0.6
C -1.998427 0.192858 2.687072 0.8 -1.3 -0.1
O -1.563233 -0.871039 3.553598 0.0 0.9 0.1
C -0.345522 -0.541205 4.181945 -0.2 0.1 0.5
N -3.659816 0.735584 1.057716 0.3 0.3 -1.1
H -4.217244 -1.965262 1.055037 0.1 0.2 -0.6
H -3.069927 -2.404916 2.256870 0.3 -0.1 -0.1
H -2.400749 -1.772145 0.739341 -0.3 -0.1 -0.3
H -4.078012 -0.205630 2.785977 0.1 -0.5 0.2
H -2.098773 1.145758 3.216424 -0.3 -0.1 0.1
H -1.170048 0.331858 1.972963 -0.4 0.1 -0.4
H 0.515092 -0.538347 3.503093 0.0 -0.4 -0.1
H -0.248722 -1.262781 4.993795 0.4 0.0 -0.1
H -0.357806 0.459624 4.636664 -0.3 0.0 0.0
H -4.480665 0.482785 0.511412 -0.2 -0.1 0.6
H -2.971556 0.765073 0.301502 0.3 0.1 0.4
C -0.538399 3.337318 0.431572 0.4 -0.1 0.7
C -0.472443 3.944734 1.833316 0.3 -0.6 0.3
C 0.821370 4.769735 2.016534 -0.7 -0.4 0.0
O 0.828673 5.505370 3.220790 -0.3 0.9 0.3
C 1.016014 4.744762 4.397216 0.6 -0.1 -0.9
N -1.668102 4.743550 2.111987 0.3 0.3 -0.3
H -0.298107 4.112114 -0.297996 -0.2 -0.2 -0.3
H -1.504269 2.865686 0.261368 -0.1 0.3 -0.1
H 0.193125 2.530899 0.346439 0.2 0.2 -0.2
H -0.447295 3.112974 2.550320 -0.1 0.0 0.0
H 0.794310 5.472729 1.181020 0.5 0.3 0.2
H 1.732037 4.164922 2.005822 0.0 -0.2 -0.4
H 1.096760 5.425393 5.239293 -0.2 0.1 0.0
H 1.981996 4.233874 4.297210 -0.1 -0.3 0.2
H 0.213512 4.017469 4.528977 0.0 0.0 0.2
H -1.465405 5.356461 2.899558 0.0 -0.1 0.0
H -1.772351 5.378176 1.319626 -0.2 -0.1 0.1
C 3.235424 1.256570 0.199149 0.0 -0.5 0.1
C 3.202637 -0.227599 0.542094 0.4 -0.2 0.3
C 1.786284 -0.762571 0.576565 0.7 -0.2 0.3
O 1.806573 -2.037902 1.223177 -0.3 0.7 -0.7
C 0.527139 -2.646308 1.162020 0.6 -1.2 1.2
N 3.988483 -1.007963 -0.436724 0.3 0.0 0.3
H 4.257321 1.635676 0.243259 0.0 0.0 -0.1
H 2.636746 1.795176 0.933799 0.0 0.2 -0.1
H 2.823937 1.414094 -0.798662 0.0 0.3 0.2
H 3.659574 -0.408406 1.526455 -0.3 0.3 0.2
H 1.451817 -0.860578 -0.461632 -0.1 0.2 0.4
H 1.136112 -0.101844 1.161987 -0.1 0.2 -0.3
H -0.201088 -2.200472 1.847861 0.0 0.5 -0.2
H 0.746510 -3.629502 1.599620 -0.4 -0.1 -0.2
H 0.118215 -2.834810 0.167777 0.7 0.8 0.3
H 3.995185 -1.968990 -0.094863 -0.2 0.0 -0.2
H 4.960928 -0.727255 -0.316838 -0.1 0.1 -0.2
```
Forces are in eV/Å.

For the HOMO energy, the calculation gives -0.1831 hartree. Its total charge is -1. As for the total energy: -1576.83641 a.u. The frontier orbital gap comes out at 7.47 eV. The value obtained for the LUMO energy is 2.5 eV.

Löwdin population analysis, charges in e, atoms 1 to 6:
1. C -0.3011
2. O -0.3993
3. H 0.0672
4. H 0.0241
5. H 0.0416
6. O -0.0952